ORCA calculation (wB97M-V/def2-TZVPD) on one molecule with the formula C7H5FO in a non-equilibrium geometry.

Values from the calculation:
HOMO level (alpha / beta) = -8.847 / -8.849 eV
2S+1 = 1
structure (SMILES) = C#CC1=C(F)C(=O)CC1
total energy = -12101.4594 eV
LUMO energy (alpha / beta) = -1.0 / -1.0 eV
total charge = 0
maximum force = 7.95 eV Å⁻¹
energy relative to the best compared isomer or geometry (same formula, charge and spin) = 51.8 kcal/mol

Structure (XYZ):
```
14
Properties=species:S:1:pos:R:3:lowdin_charge:R:1
C -1.450 -2.933 -0.139 0.173
C -0.907 -1.862 -0.017 -0.096
C -0.279 -0.641 0.079 -0.106
C 1.295 -0.452 0.064 -0.082
F 2.144 -1.464 0.095 0.119
C 1.588 0.949 -0.033 -0.390
O 2.684 1.458 -0.146 0.094
C 0.272 1.711 0.007 -0.092
C -0.882 0.709 0.103 -0.161
H -1.917 -3.865 -0.274 0.030
H 0.301 2.392 0.858 0.128
H 0.197 2.324 -0.893 0.129
H -1.587 0.828 -0.725 0.127
H -1.459 0.846 1.022 0.127
```